A structure of composition C17H44Be3N4O7. Source: OMol25; level of theory: the ωB97M-V functional and the def2-TZVPD basis.

Each line ends with the Löwdin charge.
Element x y z (Å)
Be: -2.7240 2.2633 -2.2786  1.3474
Be: -1.0907 0.4090 1.8869  0.9529
Be: 1.0147 -0.5292 -2.5120  1.0068
C: -1.1532 0.7130 -0.9722  -0.9151
O: -1.9225 1.4367 -0.2536  -0.0355
O: -1.0736 0.8964 -2.2363  -0.0689
O: -0.3794 -0.0934 -0.3880  -0.0097
C: 2.0229 2.4100 -1.1015  -0.0286
C: 2.8169 2.0598 -2.3608  -0.3665
C: 3.9069 1.0153 -2.2170  -0.1423
O: 3.2637 -0.2453 -2.0876  -0.2579
C: 4.1609 -1.3743 -2.1290  -0.0214
N: 1.8365 1.5794 -3.3163  0.0738
H: 1.2682 3.1815 -1.2600  0.0962
H: 2.6874 2.7303 -0.3006  0.0942
H: 1.4844 1.5158 -0.7646  0.0554
H: 3.2160 2.9793 -2.7948  0.1694
H: 4.4957 1.2155 -1.3163  0.1530
H: 4.5903 1.1315 -3.0625  0.1546
H: 3.6213 -2.3130 -2.1982  0.0698
H: 4.7196 -1.2971 -1.1945  0.1144
H: 4.8343 -1.2932 -2.9822  0.1191
H: 0.9197 2.0164 -3.2626  0.0727
H: 2.0475 1.8672 -4.2731  0.1369
C: 0.9005 4.4414 1.9192  0.0062
C: 0.5621 2.9383 1.9548  -0.4180
C: 1.6884 2.0109 2.3208  -0.1238
O: 1.2394 0.6937 1.8435  -0.2497
C: 2.2614 -0.2962 1.9394  -0.0591
N: -0.5296 2.5641 2.8655  0.0568
H: 1.7194 4.7671 2.5583  0.1052
H: -0.0051 4.9893 2.1844  0.0901
H: 1.1418 4.7591 0.9041  0.0809
H: 0.1456 2.5623 1.0161  0.0998
H: 1.8669 1.8766 3.3870  0.1530
H: 2.5503 2.3958 1.7744  0.1315
H: 2.8309 -0.3379 2.8724  0.1173
H: 2.9125 -0.2600 1.0678  0.0936
H: 1.8043 -1.2834 2.0518  0.0941
H: -0.2491 2.6536 3.8449  0.1245
H: -1.2511 3.2824 2.8692  0.0934
C: -5.0757 1.0708 3.6968  -0.0222
C: -3.7472 0.5105 3.1409  -0.4155
C: -4.0310 -0.7736 2.4293  -0.1692
O: -2.9167 -1.0880 1.5926  -0.2121
C: -3.2815 -1.9731 0.5319  -0.0535
N: -3.0906 1.5055 2.2674  0.0582
H: -5.5714 0.3087 4.2956  0.1079
H: -5.6839 1.4862 2.8886  0.0972
H: -4.9278 1.9517 4.3253  0.0972
H: -3.1776 0.3737 4.0652  0.1520
H: -4.8949 -0.6348 1.7691  0.1437
H: -4.3791 -1.5266 3.1385  0.1619
H: -2.4115 -2.2948 -0.0406  0.0641
H: -4.1064 -1.6735 -0.1127  0.1120
H: -3.5322 -2.9288 1.0028  0.1209
H: -3.6804 1.5301 1.4414  0.0935
H: -3.1670 2.3814 2.7737  0.1019
C: 1.8195 -4.9647 -1.4864  -0.0126
C: 1.2068 -3.6327 -1.9412  -0.4060
C: -0.3303 -3.6505 -2.0838  -0.1118
O: -0.6627 -2.4094 -2.7783  -0.2517
C: -2.0482 -2.1484 -3.0752  -0.0378
N: 1.5161 -2.5843 -0.9469  0.0668
H: 2.8768 -4.8554 -1.2332  0.0908
H: 1.7227 -5.7638 -2.2168  0.1054
H: 1.3930 -5.2201 -0.5121  0.0992
H: 1.5909 -3.3378 -2.9209  0.1331
H: -0.8478 -3.6518 -1.1181  0.1220
H: -0.8377 -4.3786 -2.7170  0.1555
H: -2.2607 -2.3795 -4.1187  0.1165
H: -2.2703 -1.0813 -3.0404  0.0610
H: -2.5796 -2.6772 -2.2871  0.0909
H: 0.8231 -2.7449 -0.2202  0.0862
H: 2.4111 -2.7769 -0.5077  0.0874

Forces on atoms 1 to 6 (eV/Å):
Be 3.20 -2.79 2.32
Be -1.04 2.44 -0.64
Be 1.29 -0.06 1.45
C 1.21 -0.37 2.13
O -2.11 1.63 -2.02
O -2.01 1.81 -2.38

Summary:
ΔE to the lowest compared entry with this formula, charge and spin, kJ/mol: 103.83
Net charge: +4
E, a.u.: -1462.4197